1.
Entry from the OMol25 dataset: C12H26BN2O2P2Tl as an isolated structure (ωB97M-V with the def2-TZVPD basis set).

## Properties
energy above the lowest of the compared OMol25 structures with the same formula, charge and spin: 0.0 kcal/mol
highest occupied orbital energy (spin up / spin down): -0.52505 / -0.52367 Ha
Kohn-Sham gap (spin up / spin down): 0.1216 / 0.1218 Eh
LUMO energy (spin up / spin down): -0.4034 / -0.4018 hartree

```
! RIJCOSX wB97M-V def2-TZVPD def2/J DEFGRID3
* xyz 2 1
Tl 0.17 1.45 0.53
P 2.12 -0.53 0.11
P -2.26 0.74 -0.74
O 1.53 2.21 -2.20
O -0.23 3.99 -1.45
N 0.46 -0.34 2.57
N -0.14 -0.79 -1.85
C -1.28 -1.30 -2.33
C 1.03 -1.20 -2.36
C 2.25 -0.59 -1.73
C 1.82 -2.27 0.55
C 0.26 -0.22 3.71
C -0.09 -2.69 -3.89
C -2.41 1.94 -2.11
C -3.83 0.96 0.16
C -2.58 -0.80 -1.71
C 3.85 -0.25 0.62
C -1.30 -2.26 -3.35
C 1.10 -2.14 -3.40
B -0.02 -0.08 5.23
H -0.06 -3.45 -4.67
H -4.00 0.08 0.79
H 2.27 0.51 -2.05
H 4.28 0.60 0.08
H 0.87 2.98 -2.05
H 3.17 -1.11 -2.04
H 1.48 -2.28 1.60
H -0.45 4.93 -1.63
H 2.39 2.64 -2.34
H -4.67 1.11 -0.53
H 2.08 -2.43 -3.78
H -0.08 1.10 5.50
H -3.42 1.88 -2.52
H 3.84 -0.01 1.70
H -3.33 -0.60 -2.49
H 2.73 -2.86 0.43
H -0.17 3.92 -0.46
H 1.02 -2.68 -0.07
H -2.99 -1.55 -1.01
H -3.72 1.84 0.81
H -2.19 2.96 -1.76
H -1.07 -0.65 5.47
H -2.26 -2.64 -3.69
H 4.46 -1.15 0.46
H 0.91 -0.61 5.81
H -1.68 1.69 -2.89
*
```



2.
Entry from the OMol25 dataset: a 2-piece molecular cluster, C12H26FNO5 overall (ωB97M-V with the def2-TZVPD basis set).

## Properties
highest occupied orbital energy: -0.32525 Ha
Kohn-Sham gap: 0.3270 Eh
structure (SMILES): CCCONCCOCCC(=O)F.COCCOC
LUMO energy: 0.0017 hartree

```
! RIJCOSX wB97M-V def2-TZVPD def2/J DEFGRID3
* xyz 0 1
F 0.67 4.68 0.42
O 0.09 -0.11 -0.40
O -2.94 0.46 -3.83
O 2.18 -1.08 2.41
O 2.69 -3.85 3.34
O 2.56 3.60 -0.64
N -2.32 -0.15 -2.80
C -3.20 1.88 -3.57
C -4.57 2.19 -2.72
C -4.33 2.20 -1.07
C 1.03 1.96 0.75
C 1.46 3.43 0.14
C 2.98 -4.19 1.99
C 0.86 -1.49 2.09
C -0.83 0.12 -2.77
C 2.54 -1.44 3.75
C 1.27 0.77 -0.39
C 3.42 -2.70 3.78
C -0.02 -0.86 -1.68
H 3.12 -0.61 4.16
H 2.20 -4.88 1.63
H 4.33 -2.56 3.17
H -5.50 1.54 -3.02
H 3.95 -4.69 1.93
H -0.70 1.22 -2.33
H 3.73 -2.89 4.81
H -2.33 2.46 -3.05
H 1.67 1.70 1.70
H -0.11 2.00 1.03
H -0.30 0.07 -3.82
H -4.87 3.32 -2.98
H -2.78 0.02 -1.88
H 2.98 -3.31 1.33
H -3.35 2.39 -4.64
H 1.36 1.36 -1.42
H 0.65 -2.52 2.41
H -4.83 3.18 -0.64
H -3.17 2.13 -0.84
H 0.14 -0.81 2.55
H 1.65 -1.57 4.38
H 1.06 -1.15 -2.03
H -4.82 1.27 -0.54
H -0.67 -1.85 -1.51
H 0.75 -1.44 1.00
H 2.29 0.23 -0.18
*
```



3.
Entry from the OMol25 dataset: C12H27BGaN2O3 as an isolated structure (ωB97M-V with the def2-TZVPD basis set).

## Properties
highest occupied orbital energy: -0.11596 Ha
Kohn-Sham gap: 0.2076 Eh
LUMO energy: 0.0916 hartree

```
! RIJCOSX wB97M-V def2-TZVPD def2/J DEFGRID3
* xyz -1 1
Ga -1.53 -2.37 -1.32
O 2.38 -0.99 3.86
O 1.35 0.51 -3.09
O -1.85 -0.57 1.17
N 2.92 1.74 -2.09
N 0.95 0.62 4.47
C -4.38 -2.58 -2.54
C -3.51 -0.16 -3.20
C 2.12 2.41 -4.32
C 2.09 1.48 -3.14
C -4.69 -1.17 -3.20
C 3.87 2.82 -1.95
C 0.65 -1.42 0.99
C 0.41 1.67 5.31
C -2.60 0.66 -3.08
C 2.06 -0.14 4.68
C -3.60 -2.52 -1.15
C 2.85 0.09 5.95
B -0.87 -1.36 0.42
H 0.48 0.41 3.60
H 1.41 2.07 -5.07
H 0.59 -1.75 2.07
H 3.23 1.11 5.97
H -1.05 -1.65 -2.67
H -3.95 -1.72 -0.44
H -3.79 -3.52 -0.62
H 4.87 2.40 -1.81
H -0.89 -3.85 -1.32
H 3.12 2.41 -4.77
H -4.93 -1.37 -4.30
H -5.40 -3.07 -2.33
H 3.61 3.40 -1.06
H 1.29 -2.16 0.42
H -0.61 1.40 5.58
H 3.69 -0.60 5.97
H 1.85 3.42 -4.01
H 0.39 2.60 4.73
H -5.61 -0.66 -2.77
H -2.54 -1.20 1.48
H 2.22 -0.10 6.82
H 1.12 -0.39 0.92
H -3.84 -3.29 -3.24
H 1.00 1.82 6.21
H -1.56 1.09 -3.11
H 3.88 3.48 -2.81
H 2.84 1.07 -1.34
*
```



4.
Entry from the OMol25 dataset: C12H27Br9N3O4P as an isolated structure (ωB97M-V with the def2-TZVPD basis set).

## Properties
energy above the lowest of the compared OMol25 structures with the same formula, charge and spin: 0.0 kcal/mol
highest occupied orbital energy: -0.31488 Ha
Kohn-Sham gap: 0.3194 Eh
LUMO energy: 0.0046 hartree

```
! RIJCOSX wB97M-V def2-TZVPD def2/J DEFGRID3
* xyz 0 1
Br -0.71 10.64 12.91
Br -2.58 8.47 11.61
Br -7.84 14.30 13.97
Br -3.45 11.51 11.60
Br -5.03 2.99 15.74
Br -8.76 15.18 11.08
Br -5.97 5.76 16.96
Br -7.23 12.42 11.49
Br -8.09 3.72 15.77
P -11.62 4.61 11.74
O -7.05 9.01 11.46
O -11.22 5.64 12.72
O -7.91 7.60 12.85
O -5.91 7.12 11.92
N -12.24 3.27 12.46
N -10.32 4.08 10.85
N -12.73 5.16 10.63
C -10.22 2.74 10.26
C -11.89 3.10 13.89
C -6.16 9.29 10.38
C -13.03 4.49 9.39
C -9.35 5.08 10.46
C -8.44 13.69 12.26
C -6.85 7.84 12.07
C -1.99 10.28 11.52
C -13.48 6.38 10.95
C -8.00 6.29 13.39
C -13.35 2.48 11.97
C -6.41 3.93 16.71
H -9.69 5.82 9.72
H -9.01 6.15 13.75
H -5.16 8.89 10.54
H -14.52 6.15 11.21
H -9.64 2.76 9.34
H -10.82 3.24 13.99
H -9.38 13.18 12.40
H -13.07 1.94 11.06
H -9.72 2.05 10.95
H -11.20 2.32 10.05
H -13.85 5.00 8.88
H -12.47 3.81 14.48
H -7.80 5.51 12.65
H -12.17 4.52 8.70
H -12.05 2.07 14.18
H -13.65 1.79 12.75
H -6.12 10.37 10.24
H -6.54 8.86 9.45
H -7.31 6.15 14.22
H -13.30 3.44 9.48
H -13.57 7.01 10.05
H -9.02 5.68 11.31
H -1.46 10.46 10.59
H -14.20 3.11 11.71
H -8.44 4.60 10.09
H -13.00 6.95 11.72
H -6.53 3.45 17.66
*
```



5.
Entry from the OMol25 dataset: a 2-piece molecular cluster, C12H27BrFNO5P2 overall (ωB97M-V with the def2-TZVPD basis set).

## Properties
highest occupied orbital energy: -0.21837 Ha
Kohn-Sham gap: 0.1903 Eh
LUMO energy: -0.0281 hartree

```
! RIJCOSX wB97M-V def2-TZVPD def2/J DEFGRID3
* xyz 0 1
Br -3.37 1.88 -2.88
P 1.58 -0.60 0.62
P -4.86 -0.56 -1.57
F 4.63 -3.59 3.16
O 0.43 -1.37 0.10
O -5.93 0.41 -1.38
O 2.60 -1.36 1.51
O 2.40 0.12 -0.54
O -0.06 0.93 -1.77
N -3.28 -0.09 -0.76
C -2.40 1.37 1.11
C 3.61 2.26 -0.54
C -2.39 0.64 -1.74
C 3.53 -2.99 -0.13
C -1.20 1.35 -1.07
C -3.62 0.71 0.45
C -1.08 1.06 0.42
C 0.14 1.77 1.03
C 3.64 0.77 -0.18
C -2.57 -1.40 -0.44
C 2.91 -2.78 1.24
C 1.02 0.72 1.72
H -1.32 2.43 -1.18
H 4.21 -2.17 -0.38
H 2.00 -3.36 1.36
H -2.79 -1.69 0.58
H 4.12 -3.90 -0.11
H -5.08 -1.78 -0.92
H -1.98 -0.11 -2.40
H -2.54 2.45 1.15
H 2.78 -3.06 -0.93
H -1.49 -1.28 -0.56
H 3.79 2.89 0.33
H -2.91 -2.18 -1.13
H -4.40 1.43 0.21
H -4.07 0.01 1.15
H 2.65 2.52 -0.97
H 1.88 1.21 2.18
H -0.17 2.47 1.81
H 4.39 2.49 -1.26
H 0.45 0.26 2.53
H 0.28 1.64 -2.31
H 3.87 0.62 0.88
H 0.68 2.32 0.26
H -2.37 1.04 2.15
H -0.87 0.00 0.55
H 3.64 -3.10 2.03
H 4.42 0.27 -0.74
H -4.43 -0.86 -2.87
*
```



6.
Entry from the OMol25 dataset: C12H27ClIO2P2W as an isolated structure (ωB97M-V with the def2-TZVPD basis set).

## Properties
energy above the lowest of the compared OMol25 structures with the same formula, charge and spin: 65.4 kcal/mol
highest occupied orbital energy (spin up / spin down): -0.68928 / -0.68186 Ha
Kohn-Sham gap (spin up / spin down): 0.2391 / 0.1719 Eh
expectation value of S²: 2.267
LUMO energy (spin up / spin down): -0.4502 / -0.5100 hartree

```
! RIJCOSX wB97M-V def2-TZVPD def2/J DEFGRID3
* xyz 3 3
W 0.30 0.15 0.00
I -2.01 2.18 -3.78
Cl -0.38 2.03 -0.99
P 0.89 0.61 2.21
P 1.70 -0.96 -1.39
O -4.29 0.77 -4.93
O -0.89 -2.63 0.77
C 1.83 -2.78 -1.38
C -3.67 1.80 -5.07
C -3.90 2.90 -6.06
C -0.48 -1.57 0.46
C 1.52 3.19 3.32
C 1.26 2.40 2.02
C 3.34 -0.21 -1.33
C 1.95 0.02 3.59
C 1.09 -0.62 -3.09
C -0.77 0.32 2.99
C 3.46 0.02 3.38
C -1.07 1.10 4.28
H 3.86 0.99 3.04
H 0.65 3.21 3.99
H 3.76 -0.77 2.67
H 2.16 2.46 1.40
H -0.37 0.87 5.09
H 1.76 4.23 3.07
H 3.94 -0.21 4.34
H 0.93 0.45 -3.23
H -4.74 2.63 -6.71
H -2.07 0.82 4.64
H 0.13 -1.13 -3.24
H -0.82 -0.76 3.21
H 1.81 -0.99 -3.83
H -4.15 3.84 -5.54
H 3.23 0.87 -1.43
H 1.60 -1.00 3.80
H 2.52 -3.14 -2.15
H 3.81 -0.45 -0.37
H -1.56 0.51 2.25
H 1.71 0.63 4.47
H 2.38 2.81 3.88
H 3.95 -0.60 -2.15
H 0.84 -3.22 -1.56
H 0.46 2.88 1.43
H 2.17 -3.12 -0.39
H -3.01 3.06 -6.68
H -1.08 2.18 4.12
*
```



7.
Entry from the OMol25 dataset: C12H27F3O8PtS3 as an isolated structure (ωB97M-V with the def2-TZVPD basis set).

## Properties
energy above the lowest of the compared OMol25 structures with the same formula, charge and spin: 43.3 kcal/mol
highest occupied orbital energy (spin up / spin down): -0.32426 / -0.32548 Ha
Kohn-Sham gap (spin up / spin down): 0.2695 / 0.2702 Eh
LUMO energy (spin up / spin down): -0.0548 / -0.0553 hartree

```
! RIJCOSX wB97M-V def2-TZVPD def2/J DEFGRID3
* xyz 0 1
Pt 0.27 0.69 -0.63
S -1.64 0.34 -2.76
S -0.99 0.12 1.29
S 0.95 3.38 -0.26
F -1.90 -0.64 -5.18
F -3.16 -1.61 -3.71
F -1.05 -2.06 -3.78
O -0.55 1.08 -3.35
O -1.17 -0.42 -1.54
O 1.32 4.35 0.72
O -2.91 0.95 -2.63
O -0.46 3.09 -0.46
O -2.38 0.52 1.22
O 1.63 2.03 0.05
O 2.40 -0.80 -1.03
C -1.14 0.40 4.08
C 1.61 3.85 -1.84
C -1.96 -1.09 -3.92
C -2.30 1.37 4.27
C -2.29 -2.32 1.71
C 2.96 -0.58 1.30
C -0.29 0.70 2.85
C 3.47 -0.54 -0.12
C -0.92 -1.70 1.46
C 2.90 -0.81 -2.37
C 1.84 -1.37 -3.30
C -3.09 -2.50 0.42
H -4.05 -2.97 0.63
H -2.86 1.13 5.17
H -2.97 1.33 3.42
H 2.70 3.84 -1.79
H -1.93 2.39 4.37
H -2.85 -1.70 2.42
H -2.13 -3.29 2.20
H 3.81 -1.42 -2.39
H 3.80 -0.51 1.99
H 2.43 -1.52 1.49
H -2.54 -3.12 -0.28
H -0.48 0.44 4.95
H 4.23 -1.32 -0.28
H -0.16 1.78 2.71
H -0.20 -1.91 2.25
H 2.31 0.27 1.48
H 1.25 4.86 -2.05
H 1.24 3.15 -2.58
H 1.51 -2.35 -2.95
H -3.27 -1.53 -0.05
H 3.17 0.21 -2.67
H -1.50 -0.63 4.03
H 2.25 -1.48 -4.30
H -0.51 -2.06 0.51
H 0.99 -0.70 -3.35
H 3.92 0.43 -0.34
H 0.70 0.25 2.92
*
```



8.
Entry from the OMol25 dataset: C12H27HgO5Si2Te as an isolated structure (ωB97M-V with the def2-TZVPD basis set).

## Properties
highest occupied orbital energy (spin up / spin down): -0.29338 / -0.30992 Ha
Kohn-Sham gap (spin up / spin down): 0.3040 / 0.2282 Eh
expectation value of S²: 0.758
LUMO energy (spin up / spin down): 0.0106 / -0.0817 hartree

```
! RIJCOSX wB97M-V def2-TZVPD def2/J DEFGRID3
* xyz 0 2
Hg -3.32 0.34 -1.16
Te -0.23 0.34 0.09
Si 1.09 -1.90 -2.06
Si 1.80 2.82 0.34
O -3.33 1.19 3.87
O -1.38 -3.64 0.96
O -1.61 -1.43 0.71
O -4.12 -1.35 1.44
O -2.62 1.15 1.76
C -2.01 -2.60 0.99
C 0.50 3.71 1.42
C -0.58 -2.77 -2.30
C 2.82 1.69 1.49
C -3.24 0.63 2.66
C 0.90 1.83 -1.00
C 2.92 4.04 -0.61
C -3.51 -2.63 1.40
C 2.54 -3.14 -2.19
C 1.23 -1.15 -0.30
C -4.03 -0.67 2.66
C 1.30 -0.58 -3.42
H 2.21 -0.72 -0.12
H 3.28 2.26 2.29
H 2.53 -3.62 -3.16
H 2.19 0.93 1.95
H -5.05 -0.40 2.96
H 2.24 -0.04 -3.33
H 0.22 2.48 -1.56
H -1.39 -2.05 -2.40
H -4.05 -3.22 0.65
H 1.60 1.39 -1.70
H 0.96 4.20 2.28
H -0.58 -3.39 -3.19
H 3.65 3.52 -1.21
H 3.62 1.17 0.96
H -2.86 2.04 3.90
H 1.31 -1.06 -4.39
H 1.04 -1.93 0.43
H 3.50 -2.65 -2.07
H -3.59 -1.29 3.45
H 2.33 4.66 -1.27
H -0.04 4.46 0.85
H 3.46 4.69 0.07
H -3.60 -3.15 2.37
H 0.49 0.15 -3.41
H -0.23 3.00 1.79
H 2.47 -3.91 -1.43
H -0.81 -3.40 -1.45
*
```



no.,total energy (Ha),largest force on an atom (eV Å⁻¹)
1,-1612.176207,2.66
2,-1003.330500,10.05
3,-2758.215869,1.96
4,-24446.141968,1.16
5,-4260.924823,0.95
6,-2130.455541,6.48
7,-2688.756787,1.36
8,-1850.090086,0.89